{"formula": "C12H30N2O4Rb", "method": "ωB97M-V/def2-TZVPD", "symbols": ["Rb", "C", "O", "C", "C", "N", "C", "C", "O", "C", "H", "H", "H", "H", "H", "H", "H", "H", "H", "H", "H", "H", "H", "H", "H", "C", "O", "C", "C", "N", "C", "C", "O", "C", "H", "H", "H", "H", "H", "H", "H", "H", "H", "H", "H", "H", "H", "H", "H"], "xyz": [[-2.348, 0.715, -0.701], [1.900, 4.812, -3.164], [2.281, 3.473, -2.991], [1.325, 2.708, -2.343], [1.771, 1.290, -2.372], [0.795, 0.469, -1.682], [0.928, -0.924, -2.157], [0.054, -1.865, -1.392], [0.466, -2.072, -0.065], [1.457, -3.074, 0.070], [1.891, 5.358, -2.208], [0.898, 4.887, -3.614], [2.617, 5.281, -3.832], [0.331, 2.797, -2.825], [1.176, 3.031, -1.288], [2.753, 1.231, -1.885], [1.884, 0.974, -3.407], [1.057, 0.451, -0.691], [1.970, -1.269, -2.101], [0.602, -0.956, -3.198], [-0.051, -2.821, -1.923], [-0.950, -1.430, -1.429], [1.117, -4.026, -0.352], [1.645, -3.216, 1.135], [2.407, -2.793, -0.403], [-4.522, -1.430, 0.654], [-3.262, -1.992, 0.374], [-2.534, -2.419, 1.511], [-2.090, -1.306, 2.455], [-1.244, -0.340, 1.761], [-0.642, 0.578, 2.717], [0.384, 1.472, 2.054], [1.247, 0.762, 1.239], [2.234, 0.031, 1.974], [-4.478, -0.474, 1.189], [-5.187, -2.129, 1.170], [-4.982, -1.267, -0.328], [-1.636, -2.892, 1.106], [-3.073, -3.196, 2.073], [-1.560, -1.810, 3.280], [-2.933, -0.764, 2.895], [-0.465, -0.861, 1.340], [-0.135, 0.023, 3.517], [-1.427, 1.221, 3.115], [0.935, 1.999, 2.850], [-0.096, 2.242, 1.441], [2.898, -0.414, 1.240], [1.786, -0.765, 2.574], [2.806, 0.704, 2.619]], "e_homo_ev": -12.1, "homo_lumo_gap_ev": 9.2, "total_charge": 1, "e_tot_ha": -909.5262}